{"formula": "C4H17NO3", "method": "ωB97M-V with the def2-TZVPD basis set", "e_lumo_ev": -5.370, "gap_ev": 3.5, "molar_mass_g_mol": 127.18, "total_charge": 0, "e_above_lowest_kj_mol": 1077.4, "elements": ["C", "N", "C", "C", "C", "H", "H", "H", "H", "H", "H", "H", "H", "H", "H", "H", "H", "H", "O", "H", "H", "O", "H", "H", "O"], "coordinates": [[-1.85503, -0.16377, 0.76358], [-0.58725, -0.91853, 0.72812], [1.46497, 0.25243, 1.22293], [0.69247, -0.46182, 0.13865], [0.80047, 0.10137, -1.22214], [-1.62982, 0.88405, 1.19427], [-2.56062, -0.71523, 1.41359], [-2.37802, 0.02179, -0.26052], [1.88776, -3.09583, -3.51950], [1.15276, 1.32691, 1.28712], [2.55665, 0.33957, 1.34935], [1.08743, -0.35416, 2.08021], [0.99867, -1.53656, 0.07236], [1.75562, -0.18893, -1.54730], [0.35575, 1.19389, -1.18366], [0.18755, -0.62147, -1.96506], [-1.35724, -3.21511, -1.21406], [-1.47687, 3.56671, -0.44680], [-1.27892, 2.62119, -0.27078], [-0.77897, -1.78760, 0.20778], [2.06036, -3.18972, -2.78813], [-0.62814, -2.55773, -1.18629], [-0.71576, 2.71815, 0.92775], [0.52286, 3.11116, 2.20658], [-0.27668, 2.66926, 2.01194]], "atomic_forces_ev_per_a": [[1.3, 1.3, 1.2], [-3.0, 3.4, -2.6], [-0.8, 0.9, 1.9], [1.5, -3.2, 1.1], [-4.8, 0.4, -2.0], [-0.4, -1.3, -0.8], [0.3, 0.1, -0.5], [1.2, -0.1, 1.1], [0.1, -0.1, 0.5], [-0.3, -1.2, 0.2], [-0.2, -1.0, -1.1], [0.7, 1.2, 0.4], [1.3, 1.0, -0.2], [1.8, 0.9, -0.3], [1.5, -2.0, -0.7], [0.8, 2.0, 1.7], [0.3, 0.5, 0.2], [0.1, -0.8, 0.0], [0.2, 0.6, 0.5], [-0.1, -3.2, -0.6], [-0.1, 0.1, -0.5], [-0.6, 0.3, 1.0], [0.5, 0.1, 0.6], [1.2, 1.0, -0.1], [-2.3, -0.9, -1.1]], "mulliken_charge": [-0.46, -0.03, -0.89, 0.32, -1.06, 0.14, 0.33, 0.28, 0.08, 0.06, 0.36, 0.33, 0.35, 0.42, 0.27, 0.23, 0.23, 0.22, -0.75, 0.34, -0.08, -0.62, 0.42, 0.24, -0.74]}